(1)
Here is the molecule C2H3BF2O at a distorted geometry from the OMol25 dataset. Energies are from ωB97M-V with the def2-TZVPD basis set.

```
9
Properties=species:S:1:pos:R:3:forces:R:3:lowdin_charge:R:1
H 1.0001 1.4133 0.0745 -0.26 -0.10 0.40 0.15
H -0.3689 -1.0145 -0.9663 -0.16 -0.62 -1.38 0.02
F -0.5001 1.5202 2.0201 -0.13 -0.15 1.48 0.12
F -0.1646 1.7400 -1.5087 -0.42 -0.76 1.69 -0.04
C -0.9464 1.9246 0.8451 2.39 -0.58 -1.94 -0.49
O -1.7682 2.7206 0.6743 -1.64 1.09 0.06 0.22
C -0.0530 1.2119 -0.1780 -0.29 -0.64 -0.77 -0.19
H -0.3643 -1.0021 0.9827 0.03 0.45 0.44 0.04
B -0.3021 -0.3902 -0.0222 0.48 1.31 0.01 0.17
```
Positions in Å, forces in eV/Å.

## Properties
**ΔE to the lowest compared entry with this formula, charge and spin**: 244.5 kJ/mol
**Lowest unoccupied orbital energy**: -0.59 eV
**Gap between HOMO and LUMO**: 0.4058 Ha
**Spin multiplicity**: 1
**Energy**: -377.78613 a.u.
**Strongest force on any atom**: 0.061 hartree/bohr

(2)
Here is a structure of composition C2H3BiO at a distorted geometry from the OMol25 dataset. Energies are from ωB97M-V with the def2-TZVPD basis set.

```
7
Properties=species:S:1:pos:R:3:forces:R:3:lowdin_charge:R:1
C -0.7919 0.4349 0.2447 -0.20 -2.77 -0.59 0.02
C -0.2461 -0.7783 -0.2691 -0.68 0.96 -0.39 -0.29
H -1.8840 0.4357 0.3404 0.40 0.25 -0.48 0.10
O 1.0176 -1.0264 -0.1915 -2.14 -0.11 0.42 -0.61
H -0.2573 0.9484 1.0579 0.46 0.60 -0.61 0.09
H -0.6531 0.2717 -1.1570 0.01 0.46 1.61 0.23
Bi 2.8148 -0.2860 -0.0253 2.15 0.61 0.04 1.46
```
Positions in Å, forces in eV/Å.

## Properties
**Net charge**: +1
**ΔE to the lowest compared entry with this formula, charge and spin**: 193.6 kJ/mol
**Lowest unoccupied orbital energy (alpha / beta)**: -7.36 / -7.26 eV
**Gap between HOMO and LUMO (alpha / beta)**: 0.2146 / 0.2077 Ha
**Spin multiplicity**: 2
**Energy**: -367.36917 a.u.
**Strongest force on any atom**: 0.055 hartree/bohr

(3)
Here is a cluster of 2 separate species, C2H3Br in total at a distorted geometry from the OMol25 dataset. Energies are from ωB97M-V with the def2-TZVPD basis set.

```
6
Properties=species:S:1:pos:R:3:forces:R:3:lowdin_charge:R:1
H 0.1079 1.9728 0.4290 0.34 -4.35 -1.68 0.20
C 0.3466 0.3626 -0.0453 -2.93 3.91 2.10 -0.85
H -0.2235 -1.6033 -0.1059 -1.36 1.40 -0.06 0.07
C -0.6475 -0.5391 -0.0496 1.39 0.06 -1.04 -0.16
Br 2.1182 0.0307 0.0238 1.46 -0.38 0.01 0.68
H -1.7018 -0.2235 -0.2520 1.10 -0.65 0.68 0.06
```
Positions in Å, forces in eV/Å.

## Properties
**ΔE to the lowest compared entry with this formula, charge and spin**: 250.9 kJ/mol
**Lowest unoccupied orbital energy**: 0.22 eV
**Gap between HOMO and LUMO**: 0.3604 Ha
**Spin multiplicity**: 1
**Energy**: -2651.88174 a.u.
**Strongest force on any atom**: 0.103 hartree/bohr

(4)
Here is a structure of composition C2H3Br2Cl3Si at a distorted geometry from the OMol25 dataset. Energies are from ωB97M-V with the def2-TZVPD basis set.

```
11
Properties=species:S:1:pos:R:3:forces:R:3:lowdin_charge:R:1
H 2.0063 0.1456 0.9499 -0.02 0.20 0.30 -0.02
H 2.1293 0.3202 -0.8902 0.02 0.18 -0.26 -0.03
Cl -0.1239 1.9235 -1.3177 0.07 0.28 -0.24 0.36
H 2.1175 -1.3543 -0.1084 -0.01 -0.28 -0.05 0.00
Cl -3.1187 1.5240 -0.1139 -0.16 -0.02 0.03 0.33
Si -1.1816 0.9676 0.1043 0.06 -1.17 -0.13 -0.89
C 1.9979 -0.2926 -0.0255 -0.25 -0.32 0.09 0.06
C -0.9662 -0.8897 -0.0911 0.13 0.20 -0.22 -1.40
Cl -0.5564 1.4273 1.9606 0.07 0.23 0.32 0.35
Br -1.2162 -2.0876 1.3328 0.06 0.35 -0.15 0.63
Br -1.0880 -1.6840 -1.8008 0.03 0.33 0.31 0.62
```
Positions in Å, forces in eV/Å.

## Properties
**ΔE to the lowest compared entry with this formula, charge and spin**: 248.6 kJ/mol
**Lowest unoccupied orbital energy (alpha / beta)**: -1.24 / -0.08 eV
**Gap between HOMO and LUMO (alpha / beta)**: 0.2853 / 0.3184 Ha
**Spin multiplicity**: 1
**Energy**: -6896.14881 a.u.
**Strongest force on any atom**: 0.023 hartree/bohr

(5)
Here is a structure of composition C2H3BrCl3N at a distorted geometry from the OMol25 dataset. Energies are from ωB97M-V with the def2-TZVPD basis set.

```
10
Properties=species:S:1:pos:R:3:forces:R:3:lowdin_charge:R:1
C 1.0201 0.5518 -0.7055 -3.04 -1.61 -1.00 -0.74
H 1.3484 -1.4425 -1.0079 -0.60 -1.75 -1.49 0.06
H 2.4846 -0.6514 0.0864 -2.93 -0.46 -1.60 0.16
Cl -1.1122 -0.6758 2.0538 0.69 -0.48 0.02 0.44
Br -2.6636 -1.1133 -0.5086 0.28 -0.02 -0.22 0.51
Cl -2.5813 1.4246 1.0547 -0.88 1.86 -0.03 0.51
H -0.0164 0.5885 -1.1679 1.51 0.28 0.51 0.07
N 1.5090 -0.6821 -0.4418 4.13 2.77 3.42 0.02
C -1.6480 0.1139 0.5961 0.49 -1.21 -0.03 -1.71
Cl 1.6594 1.8863 0.0406 0.35 0.62 0.43 0.69
```
Positions in Å, forces in eV/Å.

## Properties
**ΔE to the lowest compared entry with this formula, charge and spin**: 320.7 kJ/mol
**Lowest unoccupied orbital energy (alpha / beta)**: 0.36 / -1.28 eV
**Gap between HOMO and LUMO (alpha / beta)**: 0.3165 / 0.1985 Ha
**Spin multiplicity**: 1
**Energy**: -4087.21587 a.u.
**Strongest force on any atom**: 0.117 hartree/bohr

(6)
Here is a structure of composition C2H3BrFI at a distorted geometry from the OMol25 dataset. Energies are from ωB97M-V with the def2-TZVPD basis set.

```
8
Properties=species:S:1:pos:R:3:forces:R:3:lowdin_charge:R:1
H -0.6756 -1.6614 0.2617 0.08 0.76 0.79 -0.02
H -0.8291 -0.3504 1.6392 0.18 0.12 0.62 -0.04
Br 1.5495 1.6571 -0.7843 -0.84 0.36 -0.19 0.65
C -0.2019 1.0377 -0.8430 0.85 -3.13 -0.99 -0.63
F -0.3601 0.0315 -1.8441 -0.09 2.25 1.61 -0.16
H -1.0858 1.5402 -0.4920 0.01 0.22 -0.35 0.05
I 1.8372 -1.2874 1.0584 -1.04 0.07 0.56 0.71
C -0.2343 -0.9672 1.0042 0.86 -0.66 -2.06 -0.57
```
Positions in Å, forces in eV/Å.

## Properties
**ΔE to the lowest compared entry with this formula, charge and spin**: 377.6 kJ/mol
**Lowest unoccupied orbital energy (alpha / beta)**: 0.01 / -0.15 eV
**Gap between HOMO and LUMO (alpha / beta)**: 0.3051 / 0.3095 Ha
**Spin multiplicity**: 1
**Energy**: -3049.41955 a.u.
**Strongest force on any atom**: 0.066 hartree/bohr

(7)
Here is a structure of composition C2H3BrFI at a distorted geometry from the OMol25 dataset. Energies are from ωB97M-V with the def2-TZVPD basis set.

```
8
Properties=species:S:1:pos:R:3:forces:R:3:lowdin_charge:R:1
H -0.0977 -0.0377 -1.4704 -0.23 -0.49 -0.24 0.04
F 0.7511 1.6005 -0.2887 -0.13 0.55 0.36 -0.06
H 0.5572 -1.4445 -0.6117 -0.30 0.41 0.42 0.05
C 0.2672 0.5594 0.4164 -2.06 -1.05 2.57 -0.90
H -0.7871 0.8948 1.1838 3.35 -0.53 -2.36 0.13
I -2.2355 -0.9004 -0.4271 -4.14 -0.97 0.03 0.90
C -0.1086 -0.5722 -0.5026 3.97 1.63 -0.56 -0.75
Br 1.6535 -0.0999 1.7002 -0.46 0.46 -0.23 0.59
```
Positions in Å, forces in eV/Å.

## Properties
**ΔE to the lowest compared entry with this formula, charge and spin**: 26.6 kJ/mol
**Lowest unoccupied orbital energy (alpha / beta)**: 0.63 / -3.85 eV
**Gap between HOMO and LUMO (alpha / beta)**: 0.2403 / 0.2331 Ha
**Spin multiplicity**: 3
**Energy**: -3049.38099 a.u.
**Strongest force on any atom**: 0.084 hartree/bohr

(8)
Here is a cluster of 2 separate species, C2H3BrFNO2 in total at a distorted geometry from the OMol25 dataset. Energies are from ωB97M-V with the def2-TZVPD basis set.

```
10
Properties=species:S:1:pos:R:3:forces:R:3:lowdin_charge:R:1
H -0.3855 1.3612 1.1099 -0.44 -0.52 -0.62 0.11
N -0.1551 1.1539 -1.0254 1.85 -0.20 0.98 -0.47
Br -0.2017 -2.4063 -0.5751 0.12 0.02 0.60 0.75
H -1.5011 -0.0140 0.1975 0.56 1.49 0.31 0.09
O -0.2616 0.4629 -2.0119 -0.98 -0.23 -0.16 0.02
O 0.5502 2.1509 -0.9808 -0.46 0.42 0.06 0.04
C 0.5309 -1.1199 0.6192 -0.70 3.45 -1.41 -0.66
C -0.6047 0.6552 0.2917 0.97 -3.89 -0.09 0.05
H 1.5801 -0.9324 0.4678 0.22 0.27 -1.07 0.08
F 0.4483 -1.3114 1.9070 -1.15 -0.81 1.41 -0.02
```
Positions in Å, forces in eV/Å.

## Properties
**ΔE to the lowest compared entry with this formula, charge and spin**: 198.8 kJ/mol
**Lowest unoccupied orbital energy**: -0.67 eV
**Gap between HOMO and LUMO**: 0.3545 Ha
**Spin multiplicity**: 1
**Energy**: -2956.93488 a.u.
**Strongest force on any atom**: 0.078 hartree/bohr

(9)
Here is a structure of composition C2H3BrN2O2 at a distorted geometry from the OMol25 dataset. Energies are from ωB97M-V with the def2-TZVPD basis set.

```
10
Properties=species:S:1:pos:R:3:forces:R:3:lowdin_charge:R:1
O -1.5959 2.5763 0.1073 0.65 -1.98 0.46 0.07
H 0.6774 -1.7404 0.0711 0.70 -4.82 -0.20 0.02
N -1.1396 1.5218 0.3618 -1.37 1.56 -0.93 0.01
C 0.3962 -0.8212 -0.1286 -5.35 4.89 -0.15 -0.32
C 1.2950 0.0525 0.2126 5.05 2.00 0.78 -0.49
O -1.7894 0.4654 -0.4471 1.98 1.44 0.56 -0.09
H 1.8581 1.0100 0.5664 -2.97 -1.20 -1.04 0.08
H -1.6611 -1.4310 -0.6098 2.26 1.33 1.02 0.18
N -1.0116 -0.6719 -0.2074 -2.02 -3.01 -0.73 -0.06
Br 2.9710 -0.9616 0.0737 1.07 -0.21 0.24 0.60
```
Positions in Å, forces in eV/Å.

## Properties
**ΔE to the lowest compared entry with this formula, charge and spin**: 297.6 kJ/mol
**Lowest unoccupied orbital energy (alpha / beta)**: -0.52 / -0.52 eV
**Gap between HOMO and LUMO (alpha / beta)**: 0.2937 / 0.2936 Ha
**Spin multiplicity**: 1
**Energy**: -2911.76336 a.u.
**Strongest force on any atom**: 0.141 hartree/bohr

(10)
Here is the molecule C2H3BrN2S at a distorted geometry from the OMol25 dataset. Energies are from ωB97M-V with the def2-TZVPD basis set.

```
9
Properties=species:S:1:pos:R:3:forces:R:3:lowdin_charge:R:1
Br 0.5060 -1.9820 1.8070 0.21 -0.16 -0.28 0.68
H -1.6707 0.3910 -0.8203 1.16 0.52 0.16 0.12
C -0.0095 0.5411 0.4472 -1.06 -0.75 2.73 -0.34
S 0.1956 1.0819 -2.0537 -0.57 -1.51 1.02 0.73
C 0.5890 -1.0350 0.1400 -0.67 1.14 0.55 -0.93
N -0.7282 0.8258 -0.7222 0.66 1.05 0.22 -0.56
N 0.8696 -1.3621 -0.9735 0.61 -0.10 -0.85 0.05
H 0.9541 1.0958 0.7604 -1.78 -0.46 -1.25 0.13
H -0.7057 0.4435 1.4150 1.43 0.26 -2.31 0.11
```
Positions in Å, forces in eV/Å.

## Properties
**ΔE to the lowest compared entry with this formula, charge and spin**: 291.9 kJ/mol
**Lowest unoccupied orbital energy (alpha / beta)**: -2.07 / -2.08 eV
**Gap between HOMO and LUMO (alpha / beta)**: 0.2492 / 0.2488 Ha
**Spin multiplicity**: 1
**Energy**: -3159.59515 a.u.
**Strongest force on any atom**: 0.059 hartree/bohr

> The highest spin multiplicity belongs to which entry?

number 7